Density functional theory data (ωB97M-V/def2-TZVPD) for a molecular structure, C28H28N2SiTc at a distorted geometry.

Summary:
LUMO level (alpha / beta) in Eh: -0.236 / -0.258
Net charge: +2
Orbital gap (alpha / beta) in Eh: 0.165 / 0.264
HOMO level (alpha / beta) in eV: -10.9 / -14.2
Multiplicity: 4
<S²>: 3.770

CARTESIAN COORDINATES (ANGSTROEM)
C 1.341 2.000 1.375
C 0.320 2.553 0.537
C -0.904 2.595 1.283
H 0.451 2.895 -0.478
C -0.627 2.099 2.603
C 0.758 1.726 2.656
H 1.290 1.352 3.529
H 2.380 1.868 1.097
H -1.854 2.955 0.910
H -1.327 2.060 3.430
Tc -0.208 0.586 1.166
C -1.036 -1.666 -2.715
H -1.980 -1.352 -2.273
H -1.415 -2.084 -3.659
H -0.378 -0.946 -3.314
Si -0.145 -0.290 -1.650
C 1.681 -0.229 -1.865
C 2.366 0.997 -1.855
H 1.844 1.899 -1.531
C 3.705 1.054 -2.255
H 4.235 2.001 -2.224
C 4.374 -0.101 -2.671
H 5.408 -0.050 -3.012
C 3.718 -1.335 -2.591
H 4.248 -2.248 -2.850
C 2.399 -1.407 -2.137
H 1.915 -2.377 -1.996
C -1.114 1.200 -2.117
C -0.688 1.856 -3.284
H 0.312 1.667 -3.686
C -1.563 2.725 -3.942
H -1.250 3.175 -4.883
C -2.824 3.009 -3.409
H -3.505 3.686 -3.931
C -3.210 2.411 -2.206
H -4.182 2.627 -1.762
C -2.372 1.501 -1.562
H -2.709 1.024 -0.636
H -0.436 -0.771 -0.228
H -0.512 -2.473 -2.176
C -3.764 -0.873 3.144
C -3.381 -2.159 3.557
C -2.051 -2.530 3.399
C -1.129 -1.649 2.839
N -1.514 -0.405 2.415
C -2.819 -0.030 2.568
C 0.293 -1.916 2.606
C 0.939 -3.128 2.870
C 2.294 -3.261 2.569
C 2.985 -2.152 2.069
C 2.308 -0.965 1.841
N 0.959 -0.867 2.031
H -4.773 -0.507 3.265
H -4.105 -2.830 3.997
H -1.639 -3.488 3.712
H -3.071 0.972 2.214
H 0.314 -3.927 3.263
H 2.797 -4.214 2.687
H 4.036 -2.178 1.810
H 2.815 -0.083 1.459



Density functional theory data (ωB97M-V/def2-TZVPD) for a molecular structure, C28H28N3O2P2Pt at a distorted geometry.

Summary:
LUMO level in Eh: -0.400
Net charge: +3
Orbital gap in Eh: 0.239
HOMO level in eV: -17.4
Multiplicity: 1

CARTESIAN COORDINATES (ANGSTROEM)
Pt 0.265 -0.463 -1.316
C -2.914 2.166 0.461
C -1.873 1.152 0.113
N -1.355 0.987 -1.056
O -1.717 1.744 -2.116
C -1.359 0.272 1.261
C -1.853 0.449 2.652
N -0.494 -0.565 0.857
O 0.133 -1.449 1.734
H -3.389 2.627 -0.401
H -2.478 2.962 1.069
H -3.710 1.708 1.046
H -2.385 2.402 -1.853
H -2.941 0.500 2.680
H -1.471 1.384 3.070
H -1.520 -0.375 3.278
N 0.454 -3.257 -0.231
P 1.261 -2.340 0.906
C 2.104 -3.322 2.071
C 1.684 -3.402 3.405
C 2.403 -4.195 4.281
C 3.521 -4.890 3.833
C 3.938 -4.805 2.508
C 3.237 -4.016 1.616
C 2.230 -1.190 -0.110
C 2.272 -1.267 -1.569
C 2.690 -0.109 -2.272
C 3.067 1.037 -1.590
C 3.135 1.041 -0.187
C 2.708 -0.060 0.553
P -0.568 -2.506 -1.395
C -0.453 -3.239 -2.988
C 0.181 -2.592 -4.055
C 0.230 -3.215 -5.290
C -0.331 -4.475 -5.452
C -0.960 -5.119 -4.389
C -1.039 -4.502 -3.156
C -2.225 -2.628 -0.811
C -3.233 -2.297 -1.731
C -4.559 -2.382 -1.347
C -4.882 -2.807 -0.062
C -3.883 -3.139 0.850
C -2.553 -3.041 0.486
H 0.261 -4.225 0.017
H 0.816 -2.859 3.751
H 2.095 -4.270 5.315
H 4.081 -5.504 4.527
H 4.812 -5.348 2.175
H 3.568 -3.945 0.586
H 2.212 -2.212 -2.096
H 2.768 -0.130 -3.352
H 3.368 1.913 -2.150
H 3.500 1.920 0.329
H 2.693 -0.012 1.636
H 0.606 -1.604 -3.930
H 0.702 -2.719 -6.128
H -0.288 -4.960 -6.419
H -1.399 -6.097 -4.529
H -1.561 -4.992 -2.342
H -2.983 -2.001 -2.743
H -5.342 -2.140 -2.053
H -5.921 -2.894 0.227
H -4.147 -3.488 1.839
H -1.787 -3.306 1.205



Density functional theory data (ωB97M-V/def2-TZVPD) for a molecular structure, C28H29AuN4O2S2.

Summary:
LUMO level (alpha / beta) in Eh: -0.214 / -0.324
Net charge: +2
Orbital gap (alpha / beta) in Eh: 0.298 / 0.200
HOMO level (alpha / beta) in eV: -13.9 / -14.3
Multiplicity: 3
<S²>: 2.017

CARTESIAN COORDINATES (ANGSTROEM)
Au 0.137 -0.137 -0.341
O 1.074 3.880 -0.665
C 1.143 2.681 -0.605
N -0.017 1.877 -0.606
C -1.293 2.485 -0.811
C -2.422 1.534 -0.477
C -3.731 1.979 -0.431
C -4.733 1.072 -0.128
C -4.399 -0.251 0.128
C -3.071 -0.622 0.067
N -2.111 0.257 -0.235
C 2.424 1.914 -0.514
C 3.633 2.582 -0.492
C 4.796 1.825 -0.428
C 4.702 0.445 -0.392
C 3.446 -0.148 -0.413
N 2.337 0.576 -0.473
H -1.359 2.791 -1.867
H -1.353 3.421 -0.246
H -3.955 3.020 -0.629
H -5.765 1.396 -0.087
H -5.154 -0.985 0.369
H -2.752 -1.639 0.263
H 3.643 3.663 -0.531
H 5.762 2.311 -0.412
H 5.587 -0.174 -0.349
H 3.320 -1.223 -0.385
O 0.294 -0.485 2.197
S -0.437 0.479 3.116
C -0.142 -0.042 4.821
C 0.004 1.265 5.586
C 1.025 2.082 4.792
C 0.627 1.959 3.314
H 0.791 -0.610 4.788
H -0.960 -0.680 5.146
H 0.317 1.089 6.614
H -0.955 1.788 5.624
H 2.022 1.667 4.944
H 1.050 3.123 5.108
H 1.473 1.789 2.644
H 0.056 2.820 2.966
N 0.336 -2.182 -0.225
S -0.053 -3.278 -1.333
C 0.778 -4.772 -0.829
C 0.377 -5.965 -1.418
C 1.053 -7.128 -1.090
C 2.111 -7.091 -0.189
C 2.502 -5.890 0.383
C 1.838 -4.713 0.060
C -1.760 -3.729 -1.102
C -2.198 -4.322 0.077
C -3.555 -4.546 0.241
C -4.450 -4.188 -0.765
C -3.996 -3.607 -1.941
C -2.637 -3.369 -2.115
H 0.261 -2.510 0.736
H -0.451 -5.992 -2.116
H 0.751 -8.065 -1.538
H 2.632 -8.004 0.065
H 3.328 -5.863 1.081
H 2.146 -3.772 0.495
H -1.494 -4.617 0.848
H -3.914 -5.018 1.146
H -5.507 -4.377 -0.632
H -4.692 -3.351 -2.728
H -2.266 -2.920 -3.029



Density functional theory data (ωB97M-V/def2-TZVPD) for a molecular structure, C28H29BIrN10OS.

Summary:
LUMO level (alpha / beta) in Eh: -0.231 / -0.242
Net charge: +2
Orbital gap (alpha / beta) in Eh: 0.258 / 0.258
HOMO level (alpha / beta) in eV: -13.3 / -13.6
Multiplicity: 2
<S²>: 0.756

CARTESIAN COORDINATES (ANGSTROEM)
Ir 0.616 -0.308 0.192
C -1.970 2.552 -1.571
C -1.753 1.289 -1.030
N -0.475 1.170 -0.671
N 0.146 2.330 -0.962
C -0.736 3.174 -1.517
B 1.705 2.492 -0.800
N 2.339 1.318 -1.599
C 3.282 1.309 -2.553
C 3.506 0.001 -2.942
C 2.646 -0.752 -2.157
N 1.951 0.038 -1.339
N 2.069 2.306 0.699
C 2.863 3.016 1.521
C 2.916 2.378 2.743
C 2.128 1.242 2.579
N 1.638 1.202 1.342
N 2.081 3.861 -1.274
C 1.814 5.045 -0.646
C 2.007 6.053 -1.549
C 2.380 5.390 -2.736
N 2.407 4.082 -2.575
H -2.888 2.955 -1.958
H -2.449 0.485 -0.860
H -0.431 4.154 -1.847
H 3.691 2.235 -2.913
H 4.184 -0.346 -3.700
H 2.485 -1.815 -2.152
H 3.340 3.922 1.189
H 3.448 2.693 3.622
H 1.887 0.470 3.293
H 1.492 5.083 0.382
H 1.904 7.111 -1.385
H 2.630 5.817 -3.694
C -3.527 1.323 3.825
C -2.634 2.000 3.009
C -1.673 1.296 2.300
C -1.620 -0.087 2.431
C -2.503 -0.779 3.259
C -3.461 -0.063 3.949
N -0.604 -0.786 1.714
N -0.309 -1.940 2.102
C 0.734 -2.360 1.191
C 2.075 -2.055 1.419
C 3.060 -2.689 0.650
C 2.705 -3.618 -0.307
C 1.359 -3.905 -0.572
C 0.391 -3.253 0.152
H -4.278 1.875 4.374
H -2.679 3.077 2.927
H -0.952 1.815 1.684
H -2.432 -1.854 3.357
H -4.156 -0.582 4.595
H 2.341 -1.423 2.254
H 4.103 -2.477 0.843
H 3.474 -4.136 -0.863
H 1.087 -4.635 -1.325
O -0.972 -3.570 0.024
S -1.653 -3.217 -1.400
C -2.233 -4.852 -1.946
C -3.734 -4.932 -1.638
C -4.015 -3.984 -0.476
C -3.273 -2.697 -0.818
H -1.637 -5.556 -1.362
H -1.976 -4.954 -2.999
H -4.004 -5.960 -1.403
H -4.306 -4.635 -2.517
H -3.645 -4.391 0.466
H -5.079 -3.783 -0.361
H -3.110 -1.995 0.001
H -3.720 -2.172 -1.667



Repeat the second record exactly.
Density functional theory data (ωB97M-V/def2-TZVPD) for a molecular structure, C28H28N3O2P2Pt at a distorted geometry.

Summary:
LUMO level in Eh: -0.400
Net charge: +3
Orbital gap in Eh: 0.239
HOMO level in eV: -17.4
Multiplicity: 1

CARTESIAN COORDINATES (ANGSTROEM)
Pt 0.265 -0.463 -1.316
C -2.914 2.166 0.461
C -1.873 1.152 0.113
N -1.355 0.987 -1.056
O -1.717 1.744 -2.116
C -1.359 0.272 1.261
C -1.853 0.449 2.652
N -0.494 -0.565 0.857
O 0.133 -1.449 1.734
H -3.389 2.627 -0.401
H -2.478 2.962 1.069
H -3.710 1.708 1.046
H -2.385 2.402 -1.853
H -2.941 0.500 2.680
H -1.471 1.384 3.070
H -1.520 -0.375 3.278
N 0.454 -3.257 -0.231
P 1.261 -2.340 0.906
C 2.104 -3.322 2.071
C 1.684 -3.402 3.405
C 2.403 -4.195 4.281
C 3.521 -4.890 3.833
C 3.938 -4.805 2.508
C 3.237 -4.016 1.616
C 2.230 -1.190 -0.110
C 2.272 -1.267 -1.569
C 2.690 -0.109 -2.272
C 3.067 1.037 -1.590
C 3.135 1.041 -0.187
C 2.708 -0.060 0.553
P -0.568 -2.506 -1.395
C -0.453 -3.239 -2.988
C 0.181 -2.592 -4.055
C 0.230 -3.215 -5.290
C -0.331 -4.475 -5.452
C -0.960 -5.119 -4.389
C -1.039 -4.502 -3.156
C -2.225 -2.628 -0.811
C -3.233 -2.297 -1.731
C -4.559 -2.382 -1.347
C -4.882 -2.807 -0.062
C -3.883 -3.139 0.850
C -2.553 -3.041 0.486
H 0.261 -4.225 0.017
H 0.816 -2.859 3.751
H 2.095 -4.270 5.315
H 4.081 -5.504 4.527
H 4.812 -5.348 2.175
H 3.568 -3.945 0.586
H 2.212 -2.212 -2.096
H 2.768 -0.130 -3.352
H 3.368 1.913 -2.150
H 3.500 1.920 0.329
H 2.693 -0.012 1.636
H 0.606 -1.604 -3.930
H 0.702 -2.719 -6.128
H -0.288 -4.960 -6.419
H -1.399 -6.097 -4.529
H -1.561 -4.992 -2.342
H -2.983 -2.001 -2.743
H -5.342 -2.140 -2.053
H -5.921 -2.894 0.227
H -4.147 -3.488 1.839
H -1.787 -3.306 1.205



Question: Which value of multiplicity does entry 4 give?
Answer: 2